1.
# C3H7NO2

C3H7NO2 in the gas phase in a non-equilibrium geometry (ωB97M-V with the def2-TZVPD basis set, the Open Molecules 2025 dataset).

Computed properties:
* structure (SMILES): NC(=O)CCO

Each line ends with the natural charge from an NBO analysis.
CARTESIAN COORDINATES (ANGSTROEM)
N  -1.45729  -0.76586  -0.46162  -0.94
C  -0.67302  0.20299  -1.19016  0.69
O  -0.87781  0.50599  -2.33803  -0.54
C  0.01534  0.95257  -0.08430  -0.60
C  1.16991  0.29908  0.65825  -0.05
O  0.74948  -0.97433  1.13406  -0.74
H  -0.92589  -1.51005  -0.02453  0.42
H  -2.35536  -0.99229  -0.83910  0.39
H  -0.98788  0.56965  0.46957  0.32
H  0.32496  1.97253  -0.39566  0.24
H  2.07090  0.18714  0.03554  0.16
H  1.43549  0.95751  1.50085  0.17
H  1.51117  -1.40494  1.53513  0.48

Forces on the atoms, in the same order (eV/Å):
N -0.239 -0.809 -1.248
C -0.780 -0.729 -0.229
O 0.250 -0.035 0.509
C -0.567 -0.462 0.461
C 0.125 0.208 -0.129
O 0.314 -0.198 0.180
H -0.202 0.173 0.076
H -0.026 -0.550 -0.629
H 2.246 3.056 0.759
H -0.724 -0.503 0.445
H -0.211 0.054 -0.040
H -0.082 -0.165 -0.153
H -0.104 -0.040 -0.001

2.
# C8H19INO

2 unconnected molecules or ions with the total composition C8H19INO in a non-equilibrium geometry (ωB97M-V with the def2-TZVPD basis set, the Open Molecules 2025 dataset).

Computed properties:
* charge: +1

Each line ends with the natural charge from an NBO analysis.
CARTESIAN COORDINATES (ANGSTROEM)
C  2.27927  0.60587  3.30948  -0.60
C  -3.61794  -1.12210  -1.88089  -0.65
C  -2.48171  0.44393  -0.17424  -0.61
C  2.61903  -0.05667  1.96431  -0.42
C  1.42084  -0.30558  1.09085  -0.41
C  1.06492  0.97495  0.26569  -0.23
C  0.67236  -0.89590  -1.40250  0.45
C  -2.37311  -0.28818  -1.57464  -0.23
N  1.02317  0.61854  -1.16985  -0.67
O  1.41958  -1.26722  -2.39053  -0.65
I  -2.08501  1.23487  -3.13340  0.06
H  1.67379  -0.02661  3.86379  0.20
H  1.83887  1.62203  3.24038  0.20
H  3.24809  0.69892  3.86170  0.23
H  -3.60017  -1.79453  -2.72159  0.23
H  -4.46082  -0.47701  -2.18017  0.23
H  -3.84620  -1.71931  -1.05251  0.23
H  -2.30267  -0.19215  0.59075  0.21
H  -3.42123  1.00044  -0.01093  0.24
H  -1.60767  1.11792  -0.17982  0.17
H  3.46015  0.51330  1.64586  0.21
H  3.13619  -0.92850  2.32088  0.23
H  1.48894  -1.11109  0.45485  0.21
H  0.67187  -0.52911  1.80989  0.23
H  0.15930  1.42739  0.64330  0.24
H  1.90574  1.73015  0.33673  0.24
H  -1.46891  -0.79757  -1.54899  0.19
H  1.80665  0.79415  -1.70734  0.43
H  0.06050  0.95920  -1.59050  0.47
H  1.31618  -2.23013  -2.68055  0.56

Forces on the atoms, in the same order (eV/Å):
C 1.727 1.661 -0.663
C 0.029 1.298 -1.495
C 0.218 2.113 -3.706
C 0.714 0.137 1.998
C 0.801 3.051 1.092
C 2.151 -0.015 1.182
C 0.543 -0.455 -0.567
C -2.712 1.506 1.026
N -5.219 -2.265 -0.178
O -0.071 -0.276 0.221
I 0.212 -0.379 0.409
H -1.420 -1.038 1.212
H 0.128 -0.571 -0.031
H -0.859 0.105 -0.282
H 0.840 -0.291 -0.473
H 0.194 -0.023 0.763
H -0.561 -0.708 1.471
H 0.223 -2.456 2.398
H 0.542 -0.212 -0.275
H -0.738 0.275 0.288
H 0.347 0.677 -1.550
H -0.194 -1.155 -0.378
H 0.494 -1.962 -1.245
H -1.226 -0.292 0.198
H -0.211 0.141 -0.549
H -1.068 -0.784 0.133
H 1.262 -1.238 -0.281
H 2.044 1.321 -1.458
H 2.051 0.306 -0.007
H -0.242 1.528 0.748

3.
# C2H7ISi

2 unconnected molecules or ions with the total composition C2H7ISi in a non-equilibrium geometry (ωB97M-V with the def2-TZVPD basis set, the Open Molecules 2025 dataset).

Each line ends with the natural charge from an NBO analysis.
CARTESIAN COORDINATES (ANGSTROEM)
C  0.06902  1.67841  0.31160  -1.22
C  0.40710  -1.54135  -0.50321  -1.22
Si  0.70375  -0.04767  0.53110  1.75
I  -3.40662  -0.59758  -1.08663  -0.91
H  -0.97738  1.83196  0.54762  0.34
H  0.65264  2.22840  1.13755  0.25
H  0.14031  2.36985  -0.51176  0.30
H  -0.50727  -1.42234  -0.97155  0.34
H  1.06397  -1.77908  -1.34914  0.30
H  0.69578  -2.48236  0.08059  0.29
H  1.15871  -0.23824  1.81382  -0.21

Forces on the atoms, in the same order (eV/Å):
C 1.577 1.169 1.799
C 3.895 -1.234 1.282
Si -2.593 0.340 -2.981
I 0.645 0.100 0.264
H -0.507 -0.794 0.424
H -0.843 -0.651 -0.856
H 0.552 -0.545 -1.009
H -2.704 -0.161 -0.495
H 0.364 0.880 -0.164
H -1.369 1.216 -0.250
H 0.982 -0.320 1.986

4.
# C25H21BF4N5O8S2V

A molecular structure, C25H21BF4N5O8S2V in a non-equilibrium geometry (ωB97M-V with the def2-TZVPD basis set, the Open Molecules 2025 dataset).

Computed properties:
* ⟨S²⟩: 1.169
* spin multiplicity: 2
* charge: -1

Each line ends with the natural charge from an NBO analysis.
CARTESIAN COORDINATES (ANGSTROEM)
V  0.17831  0.23020  -1.12589  1.70
C  0.70481  -1.98361  4.38723  -0.23
C  -0.47803  -1.83477  3.67375  -0.13
C  -0.58298  -0.90029  2.65770  -0.20
C  0.51140  -0.09690  2.36230  0.11
C  1.69936  -0.23716  3.07147  -0.26
C  1.79564  -1.18147  4.08536  -0.23
N  0.46661  0.80689  1.27310  -0.46
C  0.34356  2.08100  1.48363  0.34
C  0.14469  2.74021  2.75500  -0.22
C  0.10614  4.08736  2.80410  -0.18
C  0.25858  4.89208  1.62345  -0.18
C  0.44419  4.32870  0.40314  -0.20
C  0.46973  2.91654  0.30691  0.12
N  0.70979  2.22919  -0.80714  -0.24
N  1.18575  2.88270  -1.85405  -0.31
C  1.68519  1.99196  -2.73574  0.36
C  2.33374  2.43336  -3.91012  -0.25
C  2.98676  1.51962  -4.68236  -0.14
C  3.00144  0.16012  -4.31476  -0.31
C  2.29229  -0.22355  -3.21338  0.13
N  1.63248  0.67043  -2.44522  -0.54
H  0.77587  -2.72606  5.17176  0.20
H  -1.33021  -2.46294  3.89905  0.20
H  -1.49332  -0.78090  2.08858  0.27
H  2.53998  0.40308  2.82649  0.21
H  2.72207  -1.28842  4.63600  0.20
H  -0.02372  2.13152  3.63092  0.24
H  -0.07594  4.58215  3.74922  0.21
H  0.19635  5.96876  1.71276  0.21
H  0.54312  4.91687  -0.49612  0.24
H  2.30536  3.48827  -4.13878  0.23
H  3.49896  1.84218  -5.58043  0.21
H  3.51759  -0.58482  -4.90130  0.22
H  2.20578  -1.25313  -2.90613  0.24
O  -2.48611  0.01737  -3.87287  -0.90
S  -2.62237  0.36886  -2.50014  2.41
O  -3.62091  1.30303  -2.10213  -0.91
O  -1.24368  0.99675  -1.97064  -0.90
C  -2.82196  -1.10347  -1.49001  -0.38
C  -3.88084  -1.02960  -0.59632  -0.14
C  -4.14667  -2.08234  0.26806  -0.21
C  -3.34761  -3.20806  0.25335  -0.19
C  -2.29072  -3.29486  -0.64119  -0.20
C  -2.02378  -2.25897  -1.52009  -0.25
S  -0.70323  -2.52886  -2.68874  2.43
O  -1.31714  -2.98081  -3.90264  -0.94
O  0.27105  -3.41947  -2.09868  -0.99
O  -0.16110  -1.12574  -2.79392  -1.00
H  -4.45836  -0.12056  -0.53993  0.27
H  -4.96084  -1.99248  0.97479  0.22
H  -3.53314  -4.02016  0.94530  0.21
H  -1.64107  -4.15953  -0.65174  0.24
N  3.43542  -1.41026  0.01709  -0.82
C  2.63479  -2.62085  0.09838  -0.33
C  1.16361  -2.35612  0.29403  0.84
O  0.40818  -3.02642  0.92324  -0.54
O  0.75609  -1.20814  -0.34387  -0.70
H  4.39908  -1.63773  -0.18911  0.36
H  3.42047  -0.90669  0.89743  0.36
H  2.91244  -3.31612  0.89873  0.20
H  2.69456  -3.15737  -0.85264  0.24
F  -4.21229  1.53592  1.37418  -0.56
B  -2.84025  1.72099  1.54243  1.35
F  -2.46735  1.40202  2.86367  -0.58
F  -2.45516  3.03353  1.25235  -0.57
F  -2.13241  0.83699  0.66109  -0.58

Forces on the atoms, in the same order (eV/Å):
V 0.677 -0.187 -0.130
C -0.023 0.016 -0.021
C -0.014 0.042 0.011
C 0.032 -0.036 0.111
C -0.105 -0.029 -0.253
C 0.052 -0.038 0.057
C -0.009 -0.005 -0.010
N -0.149 0.175 -0.273
C -0.017 0.030 0.045
C 0.083 -0.071 0.008
C 0.051 -0.005 -0.074
C -0.004 0.004 0.000
C 0.005 0.066 0.105
C -0.100 -0.239 -0.039
N -0.103 0.447 -0.304
N 0.052 -0.313 -0.111
C 0.040 0.357 -0.033
C 0.011 -0.021 0.085
C 0.046 -0.027 -0.072
C -0.026 -0.009 0.031
C 0.000 0.022 0.032
N -0.206 -0.008 0.051
H 0.009 -0.004 0.006
H 0.006 -0.010 0.010
H 0.029 -0.013 0.012
H -0.007 0.011 -0.003
H 0.007 0.003 0.004
H -0.010 0.001 -0.006
H -0.009 0.002 0.006
H 0.000 0.002 0.014
H -0.003 -0.013 -0.018
H 0.013 -0.002 -0.006
H 0.000 -0.012 0.000
H 0.010 0.023 -0.018
H 0.007 -0.024 -0.008
O -0.017 0.035 -0.108
S 0.775 0.168 0.368
O -0.219 0.001 -0.091
O -0.525 -0.175 0.111
C -0.069 -0.018 0.005
C 0.037 -0.015 0.106
C -0.027 0.103 -0.009
C 0.054 -0.087 -0.006
C 0.007 -0.019 0.044
C -0.134 -0.175 -0.031
S -0.189 0.750 0.109
O 0.154 0.056 -0.136
O 0.000 -0.104 0.094
O 0.012 -0.225 0.341
H -0.012 0.046 -0.005
H -0.009 0.013 -0.003
H 0.010 -0.005 -0.008
H 0.001 0.015 -0.011
N 0.013 0.083 0.006
C 0.054 -0.229 0.043
C -0.589 0.916 -0.342
O 0.208 -0.247 -0.059
O 0.380 -0.930 0.526
H -0.017 -0.015 -0.011
H -0.035 -0.041 -0.030
H 0.010 0.030 -0.043
H 0.020 -0.018 0.003
F 0.037 -0.011 -0.017
B -0.100 -0.014 -0.029
F 0.003 -0.012 0.054
F -0.047 0.043 -0.058
F -0.130 -0.053 -0.026

5.
# C3H7NO2

C3H7NO2 in the gas phase in a non-equilibrium geometry (ωB97M-V with the def2-TZVPD basis set, the Open Molecules 2025 dataset).

Computed properties:
* structure (SMILES): C/C(CO)=N/O

Each line ends with the natural charge from an NBO analysis.
CARTESIAN COORDINATES (ANGSTROEM)
C  1.61085  0.31963  0.04997  -0.64
C  0.28444  0.00228  -0.54342  0.26
C  -0.52404  -1.11522  0.08565  -0.14
O  -1.82740  -1.25100  -0.39009  -0.71
N  -0.19341  1.08685  -1.06991  -0.18
O  -1.35167  1.38313  -0.26272  -0.60
H  2.17997  1.01475  -0.56962  0.26
H  1.18719  0.94079  0.88501  0.21
H  2.19107  -0.48135  0.49999  0.22
H  -0.47827  -0.99895  1.18467  0.17
H  -0.00983  -2.06153  -0.13655  0.21
H  -2.23221  -0.37392  -0.30242  0.49
H  -0.83671  1.53456  0.56944  0.45

Forces on the atoms, in the same order (eV/Å):
C 0.321 0.011 0.259
C -0.111 0.398 0.292
C 0.263 0.073 0.110
O -0.154 0.174 0.070
N 0.332 -0.212 0.175
O -0.518 0.134 0.232
H 0.070 -0.224 0.066
H 0.922 -0.390 -0.147
H 0.132 -0.153 -0.307
H -0.036 -0.040 -0.078
H 0.039 0.246 0.018
H -0.015 -0.140 -0.109
H -1.243 0.123 -0.580

6.
# C5AlF15O15S5

A molecular structure, C5AlF15O15S5 in a non-equilibrium geometry (ωB97M-V with the def2-TZVPD basis set, the Open Molecules 2025 dataset).

Computed properties:
* charge: -2

Each line ends with the natural charge from an NBO analysis.
CARTESIAN COORDINATES (ANGSTROEM)
Al  -2.66393  -10.34855  -29.35701  0.92
C  0.75732  -9.38325  -24.92845  0.78
F  0.75231  -8.07535  -24.95601  -0.29
F  1.73976  -9.83896  -25.73369  -0.33
F  1.00050  -9.78072  -23.71766  -0.31
S  -0.90176  -10.30228  -25.43300  2.20
O  -0.64980  -11.68754  -25.05546  -0.89
O  -2.03686  -9.75485  -24.62132  -0.73
O  -1.14015  -10.25834  -26.92526  -0.88
C  -3.49314  -14.10098  -25.33265  0.77
F  -4.14125  -15.09389  -25.90952  -0.32
F  -3.62173  -14.13897  -23.99595  -0.32
F  -2.17546  -14.23248  -25.65900  -0.32
S  -4.25051  -12.40367  -26.00474  2.20
O  -5.71351  -12.60089  -26.20760  -0.89
O  -3.99452  -11.37818  -24.93222  -0.74
O  -3.55537  -12.09733  -27.28445  -0.91
C  -7.84474  -9.58864  -27.47487  0.77
F  -8.57800  -8.86701  -26.70074  -0.30
F  -8.05369  -10.90037  -27.14434  -0.32
F  -8.11970  -9.44185  -28.78489  -0.32
S  -5.99632  -9.06377  -27.11094  2.23
O  -5.64952  -9.44865  -25.70999  -0.74
O  -5.07666  -9.67112  -28.06283  -0.90
O  -5.95433  -7.61146  -27.27726  -0.89
C  -3.35137  -5.33056  -26.56569  0.75
F  -2.30372  -4.49765  -26.65159  -0.33
F  -3.97071  -5.01324  -25.48905  -0.30
F  -4.11929  -5.15051  -27.66609  -0.32
S  -2.71686  -7.19735  -26.39603  2.24
O  -2.73859  -7.84139  -27.74692  -0.88
O  -1.35830  -7.00300  -25.89174  -0.91
O  -3.58928  -7.79564  -25.38481  -0.76
C  -2.85968  -11.06974  -34.63816  0.74
F  -3.53442  -10.12329  -35.39346  -0.34
F  -3.73447  -12.02577  -34.43865  -0.31
F  -1.75946  -11.56298  -35.28920  -0.33
S  -2.21680  -10.12006  -33.07964  2.26
O  -3.32615  -9.63385  -32.28718  -1.01
O  -1.63202  -11.01847  -32.08411  -1.03
O  -1.25005  -9.08727  -33.53235  -0.96

Forces on the atoms, in the same order (eV/Å):
Al -0.166 0.179 0.291
C -1.141 -0.805 -1.732
F -0.007 0.230 -0.156
F -0.286 0.169 0.099
F 0.412 -0.446 1.596
S -2.201 -1.274 -2.148
O 0.572 0.933 0.358
O 1.963 0.063 -0.947
O 0.996 1.012 2.891
C 0.774 1.812 -0.581
F -0.285 -0.448 0.221
F 0.032 -0.302 -0.763
F -1.350 0.253 0.498
S -1.241 1.984 -1.029
O 2.666 -0.471 0.757
O -0.128 -1.950 -1.315
O -0.466 -1.034 2.013
C 2.779 -2.081 -0.308
F -1.380 1.085 0.365
F 0.200 1.198 -0.501
F -0.177 0.212 0.933
S 2.293 1.239 0.828
O -1.398 0.099 -1.543
O -1.056 -0.775 -0.147
O -1.341 -0.931 0.225
C 1.312 -1.823 -1.922
F 0.190 -0.083 -0.435
F -1.592 0.448 1.524
F 0.348 -0.047 0.881
S 1.168 -0.268 -1.508
O -0.414 1.360 2.213
O -1.130 0.184 -0.437
O 0.060 0.299 -0.566
C 0.721 2.083 0.229
F 1.234 -1.069 0.201
F 0.185 -0.582 0.315
F -1.503 0.476 0.153
S 2.134 1.756 3.752
O -2.419 1.388 -1.871
O 1.584 -2.140 -1.624
O -1.940 -1.932 -0.810

no.,E_tot (eV)
1,-8807.978
2,-20231.952
3,-18162.888
4,-109010.217
5,-8805.586
6,-137427.084